No. 1
{
  "formula": "C33H42P2ReS6Si2Te",
  "method": "the ωB97M-V functional and the def2-TZVPD basis",
  "species": ["Re", "Te", "S", "S", "S", "S", "S", "S", "P", "P", "Si", "Si", "C", "C", "C", "C", "C", "C", "C", "C", "C", "C", "C", "C", "C", "C", "C", "C", "C", "C", "C", "C", "C", "C", "C", "C", "C", "C", "C", "C", "C", "C", "C", "C", "C", "H", "H", "H", "H", "H", "H", "H", "H", "H", "H", "H", "H", "H", "H", "H", "H", "H", "H", "H", "H", "H", "H", "H", "H", "H", "H", "H", "H", "H", "H", "H", "H", "H", "H", "H", "H", "H", "H", "H", "H", "H", "H"],
  "coordinates": [[-0.5505, -0.2284, -0.2118], [0.6805, -1.9673, -1.8716], [-0.7203, -1.9512, 1.6309], [-2.3652, 0.7767, 0.8191], [-2.5666, 2.6765, -0.0125], [-2.1685, 2.4146, -1.9836], [3.4624, 0.0758, -1.1480], [-0.5181, 1.1169, -2.0166], [0.6413, -0.5751, 2.2983], [2.5846, 0.9654, 0.3605], [2.2317, -4.8671, -1.4839], [-2.6094, -2.8447, -3.0110], [0.7045, -3.8940, -0.9416], [0.8033, 4.6313, -0.0181], [5.4377, 1.1439, 3.9629], [-0.7957, -2.3932, -3.3701], [1.8435, 5.4069, -0.5012], [4.6842, 0.0882, 1.9464], [-0.1174, 0.4524, 3.5827], [2.2614, -4.9847, -3.3685], [-2.8067, -4.4233, -1.9770], [2.0215, -1.4199, 3.0927], [2.2527, 2.7162, 0.0232], [5.5516, 0.1350, 3.0204], [3.0912, 4.8370, -0.7205], [2.1261, -6.6046, -0.7275], [3.6484, -3.1730, 3.0421], [-1.6306, 0.7181, 5.4263], [3.6890, 1.0474, 1.8078], [2.6094, -2.4945, 2.4381], [0.2741, 1.7775, 3.7113], [1.0423, 0.3003, 0.8626], [-3.3785, -3.1194, -4.7211], [3.5887, 2.0671, 2.7430], [3.5235, -1.6963, 4.9347], [2.4822, -1.0124, 4.3349], [3.7698, -3.9653, -0.8628], [-3.4907, -1.4464, -2.1059], [-1.0757, -0.0774, 4.4420], [4.1019, -2.7773, 4.2942], [-1.2344, 2.0397, 5.5553], [1.0100, 3.2858, 0.2484], [4.4562, 2.1119, 3.8225], [3.2948, 3.4935, -0.4670], [-0.2847, 2.5698, 4.6964], [-3.0594, -1.2750, -1.1153], [-2.2683, -5.2766, -2.3814], [3.9032, 5.4412, -1.1007], [-0.2257, -4.3942, -1.2009], [6.1228, 1.1838, 4.7987], [4.2590, 3.0370, -0.6579], [4.6714, -4.3556, -1.3306], [-1.4037, -1.1030, 4.3193], [-2.4888, -4.2725, -0.9465], [-3.8622, -4.6912, -1.9463], [4.7782, -0.6840, 1.1949], [3.1389, -5.5324, -3.7051], [6.3222, -0.6159, 3.1193], [2.3009, -3.9977, -3.8252], [-3.4700, -0.4949, -2.6372], [4.9126, -3.3121, 4.7671], [0.1995, 2.6777, 0.6255], [-2.3848, 0.3107, 6.0840], [-2.9147, -3.9630, -5.2264], [-1.6767, 2.6615, 6.3201], [3.0392, -7.1659, -0.9070], [2.8537, 2.8544, 2.6144], [-0.3276, -3.1586, -3.9898], [3.7253, -2.8971, -1.0779], [-3.2460, -2.2445, -5.3538], [4.1083, -4.0112, 2.5401], [2.2478, -2.7948, 1.4619], [0.0096, 3.6056, 4.7825], [3.8859, -4.0829, 0.2110], [-4.5344, -1.7088, -1.9300], [4.3756, 2.9138, 4.5433], [1.3018, -7.1730, -1.1530], [-4.4444, -3.3200, -4.6564], [3.8822, -1.3802, 5.9034], [-0.1766, 5.0623, 0.1450], [1.9731, -6.5598, 0.3485], [0.9864, 2.1971, 3.0089], [2.0260, -0.1689, 4.8360], [-0.7999, -1.4755, -3.9664], [0.6875, -3.7261, 0.1358], [1.6848, 6.4558, -0.7142], [1.3867, -5.5023, -3.7552]],
  "lowdin_spin": [0.669, 0.043, 0.001, -0.010, -0.012, -0.025, 0.015, -0.038, 0.049, 0.038, 0.001, 0.002, 0.000, 0.000, 0.000, 0.011, 0.000, -0.001, 0.006, 0.001, 0.000, 0.015, 0.007, 0.000, 0.000, 0.000, 0.000, 0.000, 0.001, 0.001, 0.003, 0.195, 0.001, 0.000, 0.001, 0.002, 0.000, 0.008, 0.000, 0.000, 0.000, 0.001, 0.001, 0.001, 0.000, 0.007, 0.000, 0.000, 0.000, 0.000, 0.000, 0.000, 0.000, 0.000, 0.000, 0.000, 0.000, 0.000, 0.001, 0.000, 0.000, 0.000, 0.000, 0.000, 0.000, 0.000, 0.000, 0.000, 0.000, 0.000, 0.000, 0.000, 0.000, 0.000, 0.001, 0.000, 0.000, 0.000, 0.000, 0.000, 0.000, 0.002, 0.000, 0.000, 0.000, 0.000, 0.000],
  "lumo_ev": [-1.43, -1.03],
  "homo_ev": [-6.53, -7.63],
  "multiplicity": 2,
  "largest_force_ha_per_bohr": 0.03727,
  "de_lowest_ev": 0.087,
  "energy_ha": -5279.9640
}

No. 2
{
  "formula": "C28H42BGeHgN3O4S",
  "method": "the ωB97M-V functional and the def2-TZVPD basis",
  "species": ["Hg", "Ge", "S", "O", "O", "O", "O", "N", "N", "N", "C", "C", "C", "C", "C", "C", "C", "C", "C", "C", "C", "C", "C", "C", "C", "C", "C", "C", "C", "C", "C", "C", "C", "C", "C", "C", "C", "C", "B", "H", "H", "H", "H", "H", "H", "H", "H", "H", "H", "H", "H", "H", "H", "H", "H", "H", "H", "H", "H", "H", "H", "H", "H", "H", "H", "H", "H", "H", "H", "H", "H", "H", "H", "H", "H", "H", "H", "H", "H", "H", "H"],
  "coordinates": [[-0.6490, -0.8482, -0.6348], [-0.2388, 2.0114, -0.8950], [2.5078, 0.0702, 0.2007], [1.2201, -3.2389, -1.8123], [-2.6010, 0.5687, -0.4945], [0.8706, -3.2905, 0.4175], [-0.0060, 0.0315, 1.7047], [1.0406, -0.2473, 2.4032], [-2.9549, -2.2572, -0.6414], [-5.0138, -2.9657, -0.3600], [1.3662, 3.6292, -2.8916], [2.3353, -5.3561, -2.1940], [-2.9514, -3.6152, -0.5852], [1.1330, 4.5731, 1.3968], [3.5410, -3.3391, -1.3293], [0.8815, -0.5160, 3.7084], [1.7222, -4.4068, 0.1581], [1.9347, -0.7933, 4.5480], [1.5509, 2.6393, -1.7594], [0.8495, -5.6661, 0.2535], [-6.1185, -0.3305, -0.4994], [-5.8740, 2.0418, -0.4743], [-4.7336, -0.5198, -0.5061], [-4.2171, -4.0802, -0.4091], [3.3859, -0.5435, 2.6810], [2.2238, -4.1225, -1.3002], [-4.2103, -1.8650, -0.5045], [2.8101, -4.4596, 1.2259], [-0.0056, 3.6149, 1.7382], [-0.9170, 3.2699, 0.5737], [-3.8683, 0.6287, -0.5014], [1.8527, 5.0659, 2.6479], [3.2238, -0.8095, 4.0187], [-4.5155, 1.9009, -0.4934], [0.5365, 5.8915, -3.6009], [2.2976, -0.2575, 1.8434], [0.8949, 4.9983, -2.4204], [-6.6976, 0.9162, -0.4778], [0.5555, -2.6633, -0.7591], [-0.1445, -0.4870, 4.0417], [-3.8645, 2.7642, -0.5048], [0.3515, -5.6698, 1.2206], [3.0464, -6.0616, -1.7725], [-1.2624, 4.1775, 0.0720], [4.3621, -0.5457, 2.2185], [0.6236, 3.2288, -3.5862], [0.7410, 5.4342, 0.8484], [2.2472, 4.2248, 3.2135], [3.4253, -2.4173, -0.7650], [2.3531, -4.6856, 2.1869], [1.8484, 4.0633, 0.7524], [2.3108, 3.7447, -3.4384], [1.6746, 5.4704, -1.8185], [-4.6231, -5.0687, -0.3174], [0.0191, 4.8637, -1.7858], [2.6835, 5.7207, 2.3889], [4.3643, -3.9226, -0.9302], [-6.3190, 3.0308, -0.4603], [3.5362, -5.2333, 0.9864], [-6.0065, -2.9687, -0.2112], [3.3037, -3.4972, 1.3100], [-1.7908, 2.7499, 0.9621], [3.7669, -3.0724, -2.3575], [1.4460, -6.5713, 0.1572], [-6.7732, -1.1947, -0.5252], [1.1730, 5.6196, 3.2942], [0.0829, -5.6471, -0.5176], [-2.0353, -4.1666, -0.6734], [0.1838, 6.8656, -3.2675], [-0.2478, 5.4263, -4.1944], [-1.2042, 2.4514, -2.0722], [-0.6086, 4.0726, 2.5317], [2.2141, 3.0386, -0.9972], [2.0397, 1.7418, -2.1404], [4.0760, -1.0141, 4.6516], [2.6860, -5.0474, -3.1750], [0.4135, 2.6929, 2.1410], [1.3748, -5.8425, -2.3237], [1.7452, -0.9880, 5.5915], [1.4036, 6.0405, -4.2412], [-7.7750, 1.0218, -0.4671]],
  "lowdin_spin": [0.139, 0.387, 0.047, 0.006, 0.067, 0.010, 0.028, 0.003, 0.002, 0.000, 0.018, 0.000, 0.001, 0.000, 0.001, 0.000, 0.003, 0.000, 0.070, 0.000, 0.000, 0.000, 0.000, 0.000, 0.002, 0.002, 0.000, 0.000, 0.002, 0.065, 0.006, 0.000, 0.000, 0.000, 0.000, 0.004, 0.005, 0.000, 0.048, 0.000, 0.000, 0.000, 0.000, 0.011, 0.001, 0.002, 0.000, 0.000, 0.001, 0.000, 0.000, 0.004, 0.000, 0.000, 0.004, 0.000, 0.000, 0.000, 0.000, 0.000, 0.000, 0.000, 0.000, 0.000, 0.000, 0.000, 0.000, 0.001, 0.000, 0.000, 0.051, 0.001, 0.003, 0.000, 0.000, 0.000, 0.000, 0.000, 0.000, 0.000, 0.000],
  "lumo_ev": [2.60, 1.69],
  "homo_ev": [-4.09, -4.15],
  "multiplicity": 2,
  "charge": -1,
  "largest_force_ha_per_bohr": 0.03627,
  "energy_ha": -4210.8102
}

No. 3
{
  "formula": "C3H6FNO2",
  "method": "the ωB97M-V functional and the def2-TZVPD basis",
  "species": ["F", "O", "O", "N", "C", "C", "C", "H", "H", "H", "H", "H", "H"],
  "coordinates": [[-0.5603, -1.2614, 1.7183], [2.0976, 0.7168, -0.2326], [1.6182, -0.2379, 1.7010], [-0.8130, 1.0183, 0.2634], [1.4427, 0.0971, 0.5437], [-0.3744, -0.5454, -1.4788], [-0.0858, 0.0646, -0.1959], [0.4283, -0.4863, -2.2204], [-1.1761, 0.0236, -1.7582], [-0.5760, -1.5332, -1.3948], [-0.6499, 1.4894, 1.1661], [0.2500, -0.7698, 2.0706], [-1.6015, 1.4242, -0.1824]],
  "lowdin_charge": [-0.156, 0.093, 0.040, 0.213, -0.653, 0.023, -0.173, 0.126, 0.060, 0.073, 0.166, 0.063, 0.126],
  "lumo_ev": 0.26,
  "homo_ev": -9.84,
  "multiplicity": 1,
  "largest_force_ha_per_bohr": 0.07931,
  "de_lowest_ev": 1.461,
  "energy_ha": -422.9785
}